The following is a DFT calculation (the ωB97M-V functional and the def2-TZVPD basis) of a molecular structure, C29H47BCl2N3O6SiYb in a non-equilibrium geometry.

The geometry in XYZ format:
```
90
Properties=species:S:1:pos:R:3:forces:R:3
C 1.384 3.572 3.470 0.29 -0.34 0.16
C 0.565 4.472 2.612 -0.03 1.39 -0.47
H 2.461 3.701 3.299 -0.16 0.04 0.02
H 1.146 2.533 3.247 0.03 -0.02 0.19
H 1.180 3.798 4.527 0.13 -0.22 -0.18
C 0.769 5.805 2.677 -0.47 -0.48 -0.36
C 1.882 6.495 3.398 0.54 0.30 0.32
H 0.146 6.519 2.136 0.02 -0.55 0.13
H 2.875 6.082 3.165 -0.27 -0.13 0.03
H 1.785 6.483 4.490 -0.05 -0.08 -0.07
H 1.926 7.552 3.096 -0.08 -0.28 0.13
Yb 0.076 -0.416 -0.046 -0.27 0.24 0.21
Cl -1.443 -1.824 1.775 -0.37 0.25 0.31
C -2.451 -1.510 -1.730 1.63 0.58 0.33
O -1.230 -1.134 -1.743 -2.57 -1.19 -0.72
N -3.379 -1.106 -2.597 0.23 -0.07 -0.07
C -3.042 -0.434 -3.863 0.13 0.24 0.38
C -4.784 -1.061 -2.177 0.00 -0.13 0.00
H -2.814 -2.223 -0.954 0.20 0.55 -0.23
H -2.200 -0.942 -4.361 -0.34 0.25 0.35
H -2.800 0.628 -3.694 0.01 -0.35 -0.10
H -3.938 -0.494 -4.487 0.28 0.01 -0.02
H -5.008 -1.867 -1.468 0.12 0.17 -0.19
H -5.414 -1.158 -3.061 -0.01 -0.17 0.10
H -5.020 -0.099 -1.704 0.15 -0.19 -0.08
H -0.900 -5.257 -1.796 0.00 0.15 0.02
H 1.778 -6.629 -1.992 0.30 -0.13 0.20
C 0.041 -4.796 -2.122 0.52 -0.37 0.34
C 2.178 -5.811 -1.389 -0.42 0.50 -0.05
N 1.079 -4.913 -1.094 -0.18 -1.97 -3.79
H -0.146 -3.765 -2.433 0.05 -0.01 0.14
C 1.043 -4.264 0.039 1.94 0.57 3.13
O 0.175 -3.282 0.214 -1.94 1.90 1.08
H 2.624 -6.188 -0.465 -0.10 -0.08 -0.09
H 1.716 -4.542 0.857 -0.36 -0.01 -0.36
H 0.428 -5.359 -2.975 -0.29 0.18 -0.08
H 2.956 -5.295 -1.972 0.12 -0.12 0.05
H 6.004 -2.147 0.584 -0.09 0.15 -0.23
H 3.626 0.259 1.308 0.24 0.05 -0.24
C 5.699 -1.644 -0.346 0.12 -0.18 0.02
C 4.384 0.256 0.513 0.06 -0.04 0.28
N 4.390 -1.032 -0.192 -0.27 0.13 -0.04
H 5.695 -2.379 -1.155 0.01 0.17 0.07
C 3.262 -1.602 -0.602 -1.33 0.28 0.36
O 2.116 -1.129 -0.354 2.35 -0.82 -0.29
H 4.199 1.089 -0.175 0.06 -0.23 0.16
H 3.326 -2.539 -1.185 0.25 0.33 0.29
H 6.412 -0.838 -0.553 -0.03 -0.37 -0.17
H 5.383 0.393 0.945 -0.42 -0.03 0.04
O 0.224 2.711 0.933 0.44 1.68 -0.80
C -0.453 3.766 1.698 0.08 -0.55 0.61
C -0.792 5.811 0.211 0.08 0.31 -0.80
C -1.351 4.759 0.938 -0.43 0.03 0.11
H 0.300 5.899 0.164 -0.57 -0.12 -0.14
C -1.575 6.712 -0.539 -0.31 -0.47 0.67
H -1.101 3.164 2.371 0.04 0.44 -0.25
C -2.766 4.703 1.012 0.64 0.16 -0.11
H -1.101 7.429 -1.210 -0.07 -0.09 0.35
C -2.971 6.656 -0.431 0.80 -0.15 0.15
C -3.549 5.662 0.360 -0.37 -0.15 0.10
H -3.240 3.917 1.606 0.12 0.21 -0.19
H -3.579 7.400 -0.935 -0.04 -0.19 -0.01
H -4.646 5.644 0.460 0.60 -0.11 0.00
Si 0.715 3.000 -0.850 -3.52 -1.47 1.29
Cl 2.293 4.245 -0.268 1.82 0.56 0.62
C 0.078 4.268 -2.103 0.53 0.29 -0.62
C -1.064 1.982 -1.039 -0.54 -0.14 -0.07
C 1.726 1.529 -1.443 0.64 -0.16 -0.74
H -0.932 4.613 -1.890 0.06 -0.24 -0.10
H 0.068 3.795 -3.093 -0.06 -0.08 0.00
H 0.737 5.147 -2.168 -0.28 -0.27 -0.08
H 2.413 1.891 -2.221 -0.03 -0.04 0.09
H 1.190 0.676 -1.933 0.23 0.70 0.27
H 2.384 1.142 -0.663 -0.29 0.12 -0.11
H -1.859 2.738 -1.038 0.11 0.06 -0.03
H -1.358 1.418 -0.121 -0.04 -0.01 -0.39
H -1.253 1.370 -1.930 0.03 -0.05 -0.06
O -0.295 -4.353 2.372 -0.98 0.83 -0.18
B -0.869 -3.565 1.270 1.00 -1.31 -1.21
O -1.950 -4.384 0.654 0.02 0.43 0.66
C -1.892 -5.595 1.280 1.06 -0.37 0.54
C -2.485 -6.797 0.917 0.13 0.40 0.23
C -2.104 -7.962 1.608 0.04 0.23 0.10
C -1.159 -7.901 2.634 -0.25 -0.59 0.05
C -0.542 -6.705 3.002 -0.39 0.80 -0.20
C -0.914 -5.554 2.309 -0.08 -1.08 -0.44
H -3.208 -6.810 0.111 0.03 -0.12 -0.01
H -2.547 -8.921 1.327 0.14 0.34 0.15
H -0.902 -8.822 3.169 -0.06 0.37 -0.23
H 0.191 -6.636 3.804 -0.08 -0.13 -0.24
```
Forces are in eV/Å.

Properties
LUMO energy (alpha / beta) = 0.215 / 0.181 eV
expectation value of S² = 0.75
2S+1 = 2
net charge = 0
frontier orbital gap (alpha / beta) = 4.691 / 7.555 eV


The following is a DFT calculation (the ωB97M-V functional and the def2-TZVPD basis) of a molecular structure, C29H47KN8OS in a non-equilibrium geometry.

The geometry in XYZ format:
```
87
Properties=species:S:1:pos:R:3:forces:R:3
K 0.550 0.304 -0.435 -0.13 -1.20 -0.15
C -0.390 -0.952 2.379 0.08 -0.06 -0.01
C -0.260 -2.130 1.597 0.01 0.15 0.01
C 1.116 -2.211 1.208 0.04 -0.08 0.15
C 1.768 -1.084 1.774 0.07 -0.13 0.17
C 0.849 -0.307 2.495 0.08 -0.03 0.03
C 1.159 0.925 3.323 -0.05 0.02 -0.07
C 1.407 0.517 4.784 -0.01 0.00 0.01
C 2.406 1.644 2.797 0.02 -0.01 0.04
C -0.009 1.917 3.278 0.00 0.03 -0.01
C 1.896 -3.237 0.381 -0.01 0.07 -0.04
C 1.487 -3.225 -1.102 0.00 -0.02 -0.03
C 1.782 -4.654 0.965 0.01 -0.02 0.00
C 3.399 -2.913 0.394 0.01 -0.01 0.00
C -1.461 -3.075 1.461 0.02 0.00 -0.05
C -1.580 -3.814 0.123 -0.04 -0.01 -0.01
C -1.442 -4.104 2.608 0.00 0.00 -0.03
C -2.774 -2.281 1.584 0.00 -0.01 0.04
H -1.304 -0.618 2.850 -0.03 0.04 -0.03
H 2.816 -0.849 1.662 0.00 0.01 -0.01
H 2.245 -0.182 4.842 0.01 0.00 0.00
H 0.526 0.015 5.192 -0.01 0.00 0.00
H 1.634 1.392 5.406 0.00 0.00 0.01
H 3.278 0.987 2.826 0.01 -0.01 0.00
H 2.627 2.522 3.415 -0.01 0.00 0.00
H 2.253 1.983 1.771 -0.01 0.01 -0.02
H -0.931 1.456 3.641 -0.01 -0.01 0.01
H -0.165 2.268 2.255 0.01 0.01 -0.02
H 0.206 2.788 3.907 -0.01 0.00 0.01
H 0.419 -3.353 -1.244 0.04 0.01 -0.01
H 2.010 -4.015 -1.655 0.00 0.00 0.00
H 1.763 -2.274 -1.566 0.01 0.01 0.00
H 0.766 -5.036 0.963 -0.03 0.01 -0.02
H 2.129 -4.651 2.002 0.01 0.00 0.00
H 2.404 -5.352 0.392 0.00 -0.01 0.00
H 3.600 -1.936 -0.045 0.00 0.00 -0.01
H 3.934 -3.661 -0.200 0.00 0.00 0.01
H 3.800 -2.923 1.410 0.00 -0.01 0.01
H -0.754 -4.492 -0.069 0.01 -0.03 0.03
H -1.640 -3.102 -0.703 0.00 -0.01 0.04
H -2.497 -4.416 0.131 -0.01 -0.01 -0.02
H -0.552 -4.734 2.560 -0.01 0.00 0.01
H -2.327 -4.753 2.569 0.00 0.00 0.00
H -1.426 -3.585 3.568 -0.01 0.01 0.01
H -2.798 -1.473 0.851 0.01 -0.01 -0.01
H -2.899 -1.852 2.579 0.00 0.01 0.03
H -3.624 -2.949 1.403 0.00 0.01 0.00
N -0.148 1.731 -4.983 0.03 0.03 0.00
C 0.869 1.011 -4.315 -0.11 -0.09 0.07
S 1.278 -0.526 -5.003 -0.08 0.08 0.00
N 1.306 1.640 -3.265 0.06 -0.08 -0.10
N 2.284 0.970 -2.551 0.07 0.17 -0.03
C 2.876 1.696 -1.681 0.04 0.11 -0.02
C 2.637 3.132 -1.349 0.06 -0.03 -0.01
C 3.578 4.072 -1.732 0.00 0.01 -0.02
C 3.446 5.427 -1.432 -0.01 -0.01 0.01
C 2.327 5.823 -0.703 -0.01 0.04 0.00
C 1.382 4.905 -0.287 0.00 0.00 -0.01
C 1.487 3.511 -0.574 0.00 0.02 0.01
O 0.635 2.661 -0.150 0.08 0.78 0.07
H -0.111 1.567 -5.977 0.02 0.01 -0.02
H -0.104 2.710 -4.726 0.00 0.03 -0.03
H 3.652 1.173 -1.120 0.00 -0.01 0.02
H 4.440 3.733 -2.301 0.00 0.01 0.00
H 4.191 6.144 -1.754 0.00 0.00 0.00
H 2.193 6.872 -0.449 0.01 0.00 0.00
H 0.519 5.217 0.293 0.00 0.01 0.00
C -4.617 2.431 -1.932 0.02 0.09 -0.09
N -4.259 1.405 -0.965 -0.11 -0.01 0.02
C -4.326 1.919 0.389 0.00 -0.01 0.06
C -3.062 0.695 -1.247 0.16 -0.02 -0.16
N -2.007 0.681 -0.557 -0.24 -0.02 0.19
N -3.152 -0.038 -2.419 -0.04 -0.01 0.07
C -2.085 -0.704 -3.059 0.00 0.02 0.03
N -2.153 -0.525 -4.442 0.07 -0.04 -0.06
N -1.252 -1.402 -2.409 0.02 0.13 -0.12
H -5.652 2.741 -1.768 0.01 -0.01 0.02
H -4.537 2.065 -2.953 0.01 -0.04 0.01
H -3.970 3.316 -1.847 0.00 0.00 0.01
H -5.332 2.302 0.565 0.00 0.00 -0.01
H -3.609 2.732 0.574 -0.02 0.01 -0.01
H -4.131 1.117 1.100 0.02 0.00 -0.01
H -1.995 1.320 0.229 -0.19 0.11 0.01
H -3.999 0.036 -2.952 -0.02 0.00 0.01
H -2.205 0.466 -4.656 0.03 -0.02 -0.01
H -1.291 -0.862 -4.878 -0.03 0.01 0.03
H -0.499 -1.692 -3.037 0.03 -0.01 0.00
```
Forces are in eV/Å.

Properties
LUMO energy = 4.063 eV
2S+1 = 1
net charge = -2
frontier orbital gap = 5.234 eV


The following is a DFT calculation (the ωB97M-V functional and the def2-TZVPD basis) of a molecular structure, C29H47N5OsPS.

The geometry in XYZ format:
```
84
Properties=species:S:1:pos:R:3:forces:R:3
Os 0.177 -1.642 -0.068 -0.52 0.11 -0.37
C 1.819 -1.704 -2.859 -0.05 -0.01 0.01
C 2.692 -1.945 -1.670 0.08 0.06 -0.02
C 4.083 -2.044 -1.855 0.03 0.03 0.02
C 4.917 -2.235 -0.790 -0.08 0.02 0.00
C 4.372 -2.375 0.502 0.08 0.00 -0.02
C 5.163 -2.590 1.655 0.00 -0.02 0.03
C 4.564 -2.763 2.870 0.00 -0.01 -0.03
C 3.159 -2.747 2.983 -0.01 -0.02 0.02
C 2.365 -2.530 1.887 -0.08 0.04 -0.17
S 0.592 -2.547 1.929 0.52 0.01 0.02
C 2.976 -2.314 0.629 -0.23 -0.04 0.15
N 2.149 -2.067 -0.457 0.28 -0.05 0.06
H 2.402 -1.278 -3.673 0.01 -0.02 -0.01
H 0.991 -1.036 -2.631 0.02 0.02 0.02
H 1.400 -2.653 -3.203 -0.04 0.01 0.03
H 4.473 -1.940 -2.857 0.01 -0.01 0.00
H 5.990 -2.286 -0.928 0.00 -0.01 0.00
H 6.240 -2.625 1.553 -0.01 0.00 0.00
H 5.165 -2.931 3.754 -0.01 0.00 0.00
H 2.697 -2.919 3.948 0.00 0.00 0.00
C -3.268 -3.908 -1.721 0.00 0.01 -0.02
C -2.321 -2.716 -1.560 -0.08 0.01 0.00
C -1.861 -2.231 -2.927 0.04 -0.02 -0.05
C -1.181 -3.133 -0.626 0.03 0.06 0.17
H -4.114 -3.651 -2.361 0.01 0.01 0.00
H -3.661 -4.242 -0.760 0.01 0.01 0.00
H -2.746 -4.751 -2.181 0.00 0.00 0.00
H -2.879 -1.908 -1.074 0.03 0.03 -0.01
H -1.334 -3.028 -3.461 0.02 0.01 0.02
H -1.201 -1.366 -2.855 -0.01 0.00 0.02
H -2.718 -1.942 -3.539 0.00 -0.02 -0.01
H -0.605 -3.945 -1.085 0.03 0.02 -0.02
H -1.619 -3.540 0.290 0.00 -0.02 0.00
N -0.598 -0.071 -0.465 0.16 -0.26 0.08
P -0.763 1.391 0.229 0.04 0.14 0.00
N 0.693 2.103 0.506 -0.11 0.01 -0.11
C 1.033 3.401 -0.120 0.02 -0.03 -0.01
C 2.352 3.908 0.441 -0.01 0.02 -0.01
C 3.509 2.944 0.141 0.00 0.00 0.02
C 3.039 1.479 0.183 0.00 -0.03 0.01
C 1.816 1.349 1.075 -0.06 -0.01 0.10
N -1.588 1.318 1.633 0.21 -0.13 0.07
C -2.738 0.411 1.747 -0.07 0.03 0.00
C -2.426 -0.768 2.657 -0.03 -0.05 -0.02
C -1.891 -0.302 4.009 -0.03 0.02 -0.02
C -0.711 0.651 3.833 0.01 0.00 0.03
C -1.096 1.809 2.926 -0.11 0.07 -0.06
N -1.595 2.327 -0.817 -0.09 -0.20 -0.02
C -1.337 2.220 -2.260 0.04 0.09 0.02
C -2.516 1.582 -2.979 -0.03 -0.04 0.01
C -3.801 2.353 -2.689 0.03 0.04 0.00
C -4.034 2.455 -1.183 -0.01 -0.02 0.01
C -2.820 3.066 -0.495 0.12 0.13 -0.02
H 0.236 4.117 0.077 0.00 0.00 0.01
H 1.115 3.295 -1.208 0.01 0.00 0.00
H 2.244 4.050 1.519 0.00 -0.01 0.00
H 2.555 4.892 0.019 0.01 0.00 0.01
H 4.300 3.098 0.875 0.01 0.01 -0.01
H 3.943 3.167 -0.835 -0.02 -0.01 -0.01
H 3.836 0.826 0.546 -0.02 -0.01 -0.01
H 2.767 1.127 -0.818 0.01 0.02 0.01
H 2.038 1.706 2.087 0.02 0.02 -0.01
H 1.521 0.304 1.201 -0.05 -0.06 -0.05
H -3.018 0.068 0.750 0.01 -0.01 0.01
H -3.582 0.989 2.142 0.00 -0.02 0.02
H -1.682 -1.405 2.165 -0.16 0.13 0.06
H -3.329 -1.367 2.784 -0.01 0.00 0.02
H -1.603 -1.162 4.616 0.02 -0.01 -0.01
H -2.688 0.215 4.555 0.00 0.00 0.00
H 0.135 0.115 3.392 0.00 -0.01 -0.01
H -0.385 1.041 4.799 0.00 0.00 0.00
H -0.266 2.491 2.754 0.02 -0.02 0.00
H -1.907 2.387 3.385 0.03 0.01 0.02
H -0.421 1.649 -2.418 -0.01 -0.02 0.01
H -1.163 3.233 -2.644 0.00 -0.01 -0.02
H -2.615 0.548 -2.635 0.01 0.02 -0.01
H -2.314 1.553 -4.052 0.00 0.00 0.00
H -4.652 1.880 -3.180 0.00 -0.02 0.02
H -3.719 3.362 -3.106 0.00 -0.01 -0.01
H -4.220 1.458 -0.772 0.01 0.00 0.01
H -4.913 3.064 -0.965 0.00 0.01 -0.01
H -2.938 3.107 0.586 -0.03 -0.04 0.01
H -2.684 4.096 -0.848 -0.02 0.01 0.02
```
Forces are in eV/Å.

Properties
LUMO energy (alpha / beta) = -3.640 / -3.640 eV
2S+1 = 1
net charge = +1
frontier orbital gap (alpha / beta) = 6.633 / 6.634 eV